1.
{"formula": "C2H8BrFeN4O2", "method": "ωB97M-V/def2-TZVPD", "species": ["Fe", "Br", "C", "O", "N", "N", "H", "H", "H", "H", "C", "O", "N", "N", "H", "H", "H", "H"], "positions_angstrom": [[-3.707, 23.022, 24.670], [-4.168, 22.235, 22.404], [-8.112, 22.755, 21.636], [-7.847, 23.279, 22.691], [-7.252, 22.088, 20.982], [-9.318, 22.650, 21.081], [-6.409, 21.920, 21.512], [-7.465, 21.541, 20.160], [-9.431, 22.084, 20.252], [-10.190, 22.903, 21.524], [-3.396, 17.781, 21.282], [-2.958, 16.689, 21.114], [-4.636, 18.087, 21.052], [-2.675, 18.797, 21.516], [-5.365, 17.409, 20.876], [-4.795, 19.069, 21.224], [-1.734, 18.597, 21.825], [-3.145, 19.628, 21.844]], "largest_force_ha_per_bohr": 0.162, "spin_multiplicity": 7, "s_squared": 12.053, "lumo_ev": [-13.56, -15.00], "charge": 3, "orbital_gap_ev": [6.6, 5.2]}



2.
{"formula": "C2H8Cl2Si2", "method": "ωB97M-V/def2-TZVPD", "species": ["C", "C", "Si", "Si", "Cl", "Cl", "H", "H", "H", "H", "H", "H", "H", "H"], "positions_angstrom": [[3.145, 2.159, -0.743], [-1.781, -2.662, 0.292], [-0.496, 1.076, -0.296], [-1.989, -0.819, 0.375], [-2.615, -0.159, 2.209], [-3.632, -0.540, -0.889], [2.017, 2.114, -0.810], [3.214, 2.648, 0.238], [3.600, 2.721, -1.513], [-1.046, -2.808, -0.427], [-1.435, -3.101, 1.171], [-2.738, -2.964, 0.002], [0.182, 1.132, 1.179], [3.572, 1.202, -0.788]], "largest_force_ha_per_bohr": 0.057, "lumo_ev": -1.63, "charge": 0, "orbital_gap_ev": 7.0}



3.
{"formula": "C2H8ClN2O2", "method": "ωB97M-V/def2-TZVPD", "species": ["C", "C", "N", "N", "O", "O", "Cl", "H", "H", "H", "H", "H", "H", "H", "H"], "positions_angstrom": [[1.132, -0.927, 0.053], [-0.237, -0.348, 0.310], [-0.188, 0.923, 0.584], [2.209, -0.073, 0.494], [-1.271, -1.147, 0.191], [-2.521, 1.022, -0.921], [-1.447, 1.112, -2.261], [1.130, -1.855, 0.552], [1.457, -1.233, -0.999], [-1.005, 1.493, 0.706], [0.766, 1.428, 0.574], [3.043, -0.409, 0.123], [2.402, 0.069, 1.499], [-3.345, 0.731, -1.339], [-2.124, -0.786, 0.433]], "largest_force_ha_per_bohr": 0.044, "lumo_ev": -4.17, "charge": 1, "orbital_gap_ev": 10.2}



Please write out number 2 again, unchanged.
{"formula": "C2H8Cl2Si2", "method": "ωB97M-V/def2-TZVPD", "species": ["C", "C", "Si", "Si", "Cl", "Cl", "H", "H", "H", "H", "H", "H", "H", "H"], "positions_angstrom": [[3.145, 2.159, -0.743], [-1.781, -2.662, 0.292], [-0.496, 1.076, -0.296], [-1.989, -0.819, 0.375], [-2.615, -0.159, 2.209], [-3.632, -0.540, -0.889], [2.017, 2.114, -0.810], [3.214, 2.648, 0.238], [3.600, 2.721, -1.513], [-1.046, -2.808, -0.427], [-1.435, -3.101, 1.171], [-2.738, -2.964, 0.002], [0.182, 1.132, 1.179], [3.572, 1.202, -0.788]], "largest_force_ha_per_bohr": 0.057, "lumo_ev": -1.63, "charge": 0, "orbital_gap_ev": 7.0}